Molecular formula: C25H43Cl4Cu2N3O
Method: DFT, ωB97M-V/def2-TZVPD

The geometry in XYZ format:
```
78
Properties=species:S:1:pos:R:3:mulliken_charge:R:1
C 7.92 -1.18 -3.70 -0.9154
N 7.70 -0.21 -2.61 0.0475
C 8.69 0.56 -2.24 -0.4401
C 8.48 1.71 -1.46 -0.4117
C 7.20 2.02 -1.08 0.6599
C 6.12 1.21 -1.51 -0.8119
C 6.46 0.07 -2.24 -0.1674
C 7.00 3.27 -0.28 0.5078
C 7.55 3.44 1.08 -0.6736
C 7.41 4.65 1.73 -0.1011
N 6.53 5.61 1.26 0.0128
C 5.88 5.46 0.05 -0.2350
C 6.13 4.32 -0.71 -0.7177
C 6.19 6.81 1.99 -0.8460
H 8.30 -0.69 -4.60 0.3692
H 7.09 -1.88 -3.84 0.3178
H 8.74 -1.78 -3.30 0.4102
H 9.68 0.33 -2.61 0.4873
H 9.29 2.32 -1.10 0.5766
H 5.09 1.49 -1.39 0.5378
H 5.73 -0.61 -2.67 0.4035
H 8.22 2.67 1.44 0.5433
H 7.80 4.78 2.73 0.3910
H 5.32 6.34 -0.23 0.5301
H 5.59 4.26 -1.64 0.4963
H 6.77 7.56 1.47 0.4189
H 6.63 6.74 2.98 0.2746
H 5.11 6.96 1.90 0.3302
Cu 0.90 3.43 -2.77 0.7249
Cu 1.17 0.36 -4.86 0.8014
C -9.90 -2.57 3.27 -1.3824
C -9.32 -3.12 2.04 -0.4660
C -8.22 -2.11 1.45 -0.7627
C -7.64 -2.75 0.17 -0.8932
N -6.67 -1.94 -0.68 0.3587
C -5.46 -1.46 0.17 -0.5488
C -5.37 0.03 -0.14 -0.5967
C -6.83 0.52 -0.45 -0.4792
C -7.32 -0.64 -1.27 -0.5858
C -6.21 -2.96 -1.79 -1.0274
H -10.44 -1.62 3.23 0.3687
H -9.16 -2.24 4.00 0.3487
H -10.51 -3.39 3.65 0.3505
H -10.09 -3.01 1.28 0.3031
H -9.14 -4.19 2.03 0.4558
H -7.44 -2.04 2.21 0.4106
H -8.47 -1.05 1.52 0.4330
H -8.50 -2.84 -0.50 0.4481
H -7.19 -3.71 0.42 0.4081
H -4.53 -1.98 -0.08 0.3947
H -5.70 -1.59 1.22 0.1587
H -4.66 0.13 -0.96 0.3233
H -5.00 0.64 0.68 0.4155
H -6.69 1.39 -1.09 0.3720
H -7.30 0.71 0.52 0.2757
H -6.96 -0.50 -2.29 0.4435
H -8.40 -0.80 -1.38 0.2871
H -6.05 -3.95 -1.36 0.3729
H -5.29 -2.60 -2.25 0.4107
H -7.02 -3.04 -2.52 0.4028
O 0.18 0.19 -1.56 -0.7886
H -0.58 0.51 -1.03 0.2621
Cl -0.20 1.46 4.07 -0.1648
C 1.17 1.10 2.88 -0.4595
C 2.53 1.02 3.69 -0.3803
Cl 2.99 2.62 4.31 -0.1646
H 1.07 1.97 2.23 0.2673
H 1.09 0.19 2.29 0.3161
H 3.33 0.72 3.01 0.2326
H 2.42 0.24 4.45 0.3568
Cl -0.78 -5.98 -1.03 -0.1435
C 0.50 -4.88 -1.57 -0.4308
C 1.25 -4.26 -0.40 -0.4517
Cl 2.18 -5.51 0.65 -0.1647
H 0.01 -4.26 -2.31 0.2803
H 1.27 -5.29 -2.23 0.3215
H 0.49 -3.81 0.24 0.2828
H 1.86 -3.38 -0.60 0.3080
```

Orbital gap in eV: 4.16
Energy above the lowest of the compared OMol25 structures with the same formula, charge and spin in eV: 4.203
Total charge: +4

***

Molecular formula: C25H43N4OP3Pb
Method: DFT, ωB97M-V/def2-TZVPD

The geometry in XYZ format:
```
77
Properties=species:S:1:pos:R:3:mulliken_charge:R:1
C 3.56 -4.17 -0.07 -0.6981
C 2.58 -3.58 -0.87 0.2751
C 1.19 -3.96 -0.61 0.3336
C 0.79 -4.60 0.62 0.7102
C 1.82 -4.67 1.61 -1.3562
C 3.13 -4.76 1.16 -0.4954
C -0.64 -4.77 0.89 -0.6718
C -1.58 -4.26 -0.11 0.8360
C -1.06 -3.69 -1.33 0.2934
C -1.91 -3.05 -2.33 0.3516
C -3.28 -3.24 -2.21 -0.6159
C -3.77 -3.76 -0.98 -0.4829
C -2.97 -3.96 0.13 -1.2994
H 4.60 -4.30 -0.44 0.4144
H 1.56 -4.91 2.65 0.4496
H 3.87 -5.23 1.76 0.4710
H -0.92 -4.53 1.84 0.4491
H -3.95 -3.15 -3.09 0.3910
H -4.84 -3.93 -0.89 0.4501
H -3.40 -4.10 1.13 0.4514
N 0.26 -3.45 -1.43 -0.1377
Pb -0.08 -0.02 2.22 0.7297
C 2.80 -2.43 -1.83 -1.0367
H 2.26 -2.64 -2.76 0.2938
H 3.86 -2.26 -2.10 0.6409
C -1.24 -2.14 -3.33 -1.4474
H -0.39 -2.64 -3.78 0.3999
H -1.88 -1.83 -4.16 0.5932
P 1.97 -1.00 -0.97 1.3851
P -0.58 -0.72 -2.30 1.2775
C -2.20 -0.07 -1.76 -1.1414
H -2.02 0.80 -1.13 -0.2345
H -2.80 0.21 -2.63 0.6223
H -2.75 -0.81 -1.17 0.4010
C -0.22 0.42 -3.66 -1.4407
H -1.15 0.55 -4.22 0.5664
H 0.09 1.36 -3.19 0.2733
H 0.57 0.02 -4.29 0.3740
C 3.11 -0.97 0.48 -1.6138
H 4.14 -0.98 0.09 0.5579
H 2.94 -0.03 1.02 0.3093
H 2.99 -1.81 1.17 0.2451
C 2.78 0.31 -1.90 -1.2467
H 2.38 1.25 -1.49 0.0180
H 3.85 0.23 -1.69 0.5594
H 2.57 0.22 -2.97 0.4261
H -0.54 -0.68 0.57 -0.2038
H -1.47 -0.81 1.09 0.3563
C -2.14 2.38 3.35 -0.5965
N -1.85 2.98 2.04 0.3390
C -2.95 2.72 1.07 -0.9005
P -0.32 3.01 1.40 -0.7540
O 0.11 1.78 0.62 -0.2237
N -0.46 4.21 0.32 0.4982
C 0.13 4.30 -1.01 -0.7072
C -1.13 5.43 0.77 -1.3077
N 0.73 3.42 2.62 0.2661
C 1.73 4.46 2.33 -0.9053
C 1.28 2.39 3.52 -0.9659
H -3.19 2.62 3.63 0.3762
H -1.45 2.78 4.11 0.2568
H -2.06 1.27 3.27 0.1341
H -3.90 2.84 1.59 0.4199
H -2.86 3.43 0.26 0.2661
H -2.91 1.70 0.66 0.2623
H -0.68 4.28 -1.76 0.2900
H 0.67 5.26 -1.09 0.3218
H 0.83 3.48 -1.20 0.0726
H -2.04 5.59 0.18 0.3930
H -1.41 5.34 1.83 0.3301
H -0.42 6.26 0.62 0.4981
H 2.21 4.72 3.29 0.4037
H 2.51 4.09 1.64 0.2832
H 1.26 5.35 1.91 0.2433
H 1.85 2.92 4.30 0.4215
H 0.47 1.80 4.00 0.2750
H 1.99 1.71 2.99 0.2260
```

Orbital gap (spin up / spin down) in eV: 4.07 / 4.07
Total charge: +2

***

Molecular formula: C25H43N9O20PS
Method: DFT, ωB97M-V/def2-TZVPD

The geometry in XYZ format:
```
99
Properties=species:S:1:pos:R:3:mulliken_charge:R:1
N -4.47 1.01 -3.60 -0.6152
C -4.12 -0.46 -3.46 -0.4863
C -2.45 -0.58 -3.46 -0.2086
C -1.87 -0.65 -1.93 -0.5143
C -1.45 0.83 -1.31 -0.5922
C -1.05 0.54 0.28 0.3546
C -1.76 1.27 1.57 -0.5570
C -1.32 0.88 3.13 0.3239
C -2.02 1.61 4.43 0.0718
O -1.25 2.50 5.11 -0.3703
O -3.37 1.35 4.95 -0.2294
S -4.53 1.22 3.71 -0.0513
C -0.11 -0.26 3.31 0.2020
P 0.55 -0.87 5.00 0.9790
O 1.97 -0.22 5.36 -0.6284
O -0.51 -0.48 6.36 -0.5085
O 0.75 -2.64 5.08 -0.5400
C 0.56 -0.89 1.91 -0.1829
C 1.80 -1.99 1.91 -0.5371
C 3.04 -1.24 1.08 0.0328
O 3.78 -1.85 0.15 -0.5068
C 3.34 0.35 1.46 0.5148
C 4.42 0.81 2.65 -0.3213
C 4.71 2.39 3.02 -0.3969
C 3.97 3.65 2.25 -0.3327
C 2.87 3.21 1.07 -0.5119
C 2.57 1.61 0.69 0.0206
N 0.06 -0.47 0.51 0.2042
H -5.41 1.07 -4.09 0.2766
H -3.78 1.47 -4.25 0.2532
H -4.53 -0.97 -2.49 0.2584
H -4.50 -1.09 -4.38 0.3227
H -2.23 -1.62 -3.99 -0.0288
H -1.96 0.26 -4.11 0.4289
H -0.94 -1.40 -1.89 0.2178
H -2.70 -1.15 -1.25 0.2142
H -2.40 1.51 -1.43 0.3529
H -0.50 1.25 -1.85 0.2876
H -2.62 2.05 1.39 0.4037
H -4.50 -0.17 3.36 0.1982
H -0.01 0.00 7.08 0.3622
H 0.03 -3.08 4.53 0.3599
H 1.49 -2.93 1.29 0.3394
H 2.23 -2.22 2.97 0.3906
H 4.99 0.00 3.27 0.2841
H 5.49 2.68 3.88 0.2975
H 4.22 4.77 2.51 0.4041
H 2.32 4.11 0.53 0.2722
H 1.76 1.44 -0.15 0.1675
H 0.52 -0.91 -0.34 0.3593
C 3.96 -3.06 -2.94 -0.7178
N 3.36 -4.13 -3.77 0.8643
O 2.19 -3.97 -4.15 -0.5414
O 4.07 -5.11 -4.02 -0.5052
H 3.22 -2.26 -2.80 0.2526
H 4.24 -3.50 -1.98 0.2900
H 4.84 -2.68 -3.47 0.3094
C 2.13 5.48 5.60 -0.5901
N 3.12 6.14 4.70 0.9191
O 4.30 6.18 5.09 -0.5468
O 2.69 6.61 3.64 -0.5182
H 2.65 5.12 6.49 0.3489
H 1.38 6.23 5.86 0.0705
H 1.69 4.65 5.04 0.3191
C -0.08 -4.33 -6.11 -0.7857
N -1.24 -3.52 -6.60 0.9153
O -1.43 -3.48 -7.82 -0.5290
O -1.92 -2.95 -5.73 -0.6177
H 0.42 -4.77 -6.98 0.3698
H 0.59 -3.66 -5.57 0.2940
H -0.48 -5.11 -5.46 0.3279
C -1.23 6.20 3.98 -0.5845
N -0.83 6.16 2.55 0.9064
O -0.46 5.07 2.09 -0.4728
O -0.89 7.23 1.93 -0.5359
H -1.13 5.20 4.40 0.1079
H -0.57 6.90 4.49 0.2448
H -2.27 6.53 4.02 0.3555
C -0.85 6.78 9.11 -0.7718
N -0.45 6.74 7.68 0.8298
O -0.08 5.65 7.22 -0.4792
O -0.51 7.81 7.05 -0.4762
H -0.74 5.77 9.53 0.3137
H -0.19 7.48 9.62 0.2991
H -1.89 7.11 9.15 0.2916
C -4.04 -5.12 -8.44 -0.3681
N -4.46 -6.41 -7.84 0.8612
O -4.10 -6.64 -6.68 -0.5092
O -5.13 -7.17 -8.55 -0.5228
H -3.46 -4.56 -7.71 -0.0282
H -3.44 -5.35 -9.33 0.2720
H -4.95 -4.57 -8.71 0.3015
C 2.13 -8.02 -6.85 -0.6899
N 0.84 -7.46 -6.36 0.8586
O 0.18 -6.78 -7.15 -0.5211
O 0.52 -7.74 -5.19 -0.4890
H 2.28 -7.70 -7.88 0.3113
H 2.92 -7.62 -6.21 0.2501
H 2.07 -9.11 -6.78 0.2813
```

Orbital gap in eV: 5.50
Total charge: +1

***

Number 1: calculated total energy -172464.23475 eV. Number 2: calculated total energy -67725.68595 eV. Number 3: calculated total energy -101060.58817 eV.